No. 1
Below is a gas-phase ion, C3H6O2P (charge -1) in a non-equilibrium geometry, with properties calculated with ωB97M-V with the def2-TZVPD basis set.

Calculated values
* LUMO level: 4.270 eV
* energy relative to the best compared isomer or geometry (same formula, charge and spin): 16.5 kcal/mol
* SMILES: C=C[P@@](C)(=O)[O-]
* multiplicity: 1
* total charge: -1
* DFT total energy: -609.8019 hartree

```
12
C3H6O2P ωB97M-V with the def2-TZVPD basis set
C -0.668 -2.113 -0.022
C -0.674 -0.774 -0.125
P 0.864 0.123 -0.319
C 0.101 1.955 0.202
O 1.692 -0.416 0.767
O 1.506 0.180 -1.645
H -1.392 -2.746 0.287
H 0.191 -2.623 -0.357
H -1.652 -0.211 0.196
H 0.894 2.178 0.897
H -0.008 2.709 -0.650
H -0.853 1.739 0.768
```



No. 2
Below is a single C4H11NO2 molecule in a non-equilibrium geometry, with properties calculated with ωB97M-V with the def2-TZVPD basis set.

Calculated values
* LUMO level: 0.844 eV
* energy relative to the best compared isomer or geometry (same formula, charge and spin): 35.9 kcal/mol
* SMILES: C[C@@H](CO)NCO
* multiplicity: 1
* total charge: 0
* DFT total energy: -364.2109 hartree

```
18
C4H11NO2 ωB97M-V with the def2-TZVPD basis set
C -0.618 -1.208 -0.175
C -0.086 0.109 -0.712
C -1.207 1.144 -0.846
O -2.183 0.810 -1.797
N 0.896 0.738 0.199
C 1.801 -0.126 0.847
O 1.323 -0.743 2.058
H -1.347 -1.645 -0.858
H -1.065 -1.018 0.803
H 0.153 -1.972 -0.170
H 0.404 0.085 -1.686
H -1.652 1.350 0.139
H -0.736 2.073 -1.143
H -2.600 -0.002 -1.488
H 0.353 1.378 0.770
H 2.745 0.359 1.069
H 2.008 -0.962 0.192
H 1.812 -0.369 2.798
```



No. 3
Below is a molecular structure, C19H33BGdN2O2SSi in a non-equilibrium geometry, with properties calculated with ωB97M-V with the def2-TZVPD basis set.

Calculated values
* expectation value of S²: 15.86
* LUMO level (spin up / spin down): -10.992 / -11.349 eV
* multiplicity: 8
* total charge: +3
* DFT total energy: -2480.1767 hartree

```
60
C19H33BGdN2O2SSi ωB97M-V with the def2-TZVPD basis set
C 1.056 1.822 -4.987
C -0.110 2.363 -3.971
B -1.348 1.266 -3.723
O -1.983 0.672 -4.914
C -1.763 1.001 -2.150
C -1.421 -0.401 -1.303
Si -0.477 -1.832 -2.155
C -1.659 -2.633 -3.505
C 0.090 -3.284 -1.038
C 1.144 -1.261 -3.109
C -2.004 -0.407 0.257
C -1.816 -1.710 1.230
C -0.315 -1.743 1.968
C -0.427 -1.550 3.619
C 1.154 -1.560 4.156
C 1.537 -0.256 5.079
C 3.149 0.128 4.856
O 3.321 1.397 4.101
C 4.738 1.664 3.813
C -2.823 0.879 0.933
N -3.434 1.040 2.307
S -4.213 2.642 2.360
N -3.916 3.393 0.784
C -3.149 2.255 0.109
C -2.582 2.268 -1.426
C -2.856 3.663 -2.308
H 2.014 1.600 -4.314
H 0.670 0.878 -5.561
H 1.388 2.659 -5.764
H -0.596 3.347 -4.426
H 0.359 2.668 -2.942
H -1.680 1.181 -5.747
H -1.090 -3.469 -4.115
H -2.601 -3.067 -2.914
H -2.088 -1.848 -4.258
H -0.778 -3.919 -0.552
H 0.890 -2.899 -0.266
H 0.676 -4.049 -1.744
H 1.521 -0.303 -2.536
H 1.968 -2.117 -3.116
H 0.835 -0.939 -4.191
H -2.582 -1.598 2.140
H -2.092 -2.732 0.718
H 0.238 -2.777 1.814
H 0.275 -0.819 1.558
H -1.008 -0.579 3.915
H -0.908 -2.535 4.072
H 1.390 -2.575 4.721
H 1.873 -1.545 3.216
H 0.836 0.660 4.837
H 1.433 -0.616 6.212
H 3.732 0.178 5.896
H 3.691 -0.731 4.235
H 4.873 2.459 2.943
H 5.341 0.709 3.470
H 5.233 2.023 4.817
H -3.606 4.327 -1.681
H -1.839 4.245 -2.399
H -3.386 3.453 -3.337
Gd 5.127 -1.086 4.314
```



No. 4
Below is a molecular structure, C2HCoO3 in a non-equilibrium geometry, with properties calculated with ωB97M-V with the def2-TZVPD basis set.

Calculated values
* expectation value of S²: 3.76
* LUMO level (spin up / spin down): -6.320 / -7.232 eV
* energy relative to the best compared isomer or geometry (same formula, charge and spin): 0.0 kcal/mol
* multiplicity: 4
* total charge: +1
* DFT total energy: -1684.8769 hartree

```
7
C2HCoO3 ωB97M-V with the def2-TZVPD basis set
O 1.367 -0.995 0.188
O -0.603 1.820 0.256
O -0.687 -0.702 -0.414
C 0.528 1.297 0.410
C 0.428 -0.188 -0.174
Co -1.984 0.686 -0.443
H 0.951 -1.918 0.177
```



No. 5
Below is a molecular structure, C3H2BrClO in a non-equilibrium geometry, with properties calculated with ωB97M-V with the def2-TZVPD basis set.

Calculated values
* LUMO level (spin up / spin down): 0.066 / 0.067 eV
* energy relative to the best compared isomer or geometry (same formula, charge and spin): 134.8 kcal/mol
* multiplicity: 1
* total charge: 0
* DFT total energy: -3224.7133 hartree

```
8
C3H2BrClO ωB97M-V with the def2-TZVPD basis set
C -0.576 1.320 0.332
C 0.232 -0.355 -0.283
C 0.556 -1.682 -0.500
O 1.620 -0.788 0.020
Cl -1.425 1.250 1.769
Br 0.486 -3.150 -1.448
H -1.213 1.612 -0.390
H 0.320 1.793 0.500
```



No. 6
Below is a molecular structure, C37H30AsAuBrFN2O4 in a non-equilibrium geometry, with properties calculated with ωB97M-V with the def2-TZVPD basis set.

Calculated values
* expectation value of S²: 2.06
* LUMO level (spin up / spin down): -5.932 / -9.127 eV
* energy relative to the best compared isomer or geometry (same formula, charge and spin): 4.5 kcal/mol
* multiplicity: 3
* total charge: +2
* DFT total energy: -6883.2014 hartree

```
77
C37H30AsAuBrFN2O4 ωB97M-V with the def2-TZVPD basis set
Au -0.198 -0.124 -0.233
C -2.517 6.806 -3.045
C -1.618 5.922 -3.907
C -0.571 6.687 -4.704
C 0.424 7.362 -3.770
C 1.012 6.356 -2.826
C 2.236 6.574 -2.234
C 2.793 5.601 -1.414
F 3.957 5.833 -0.858
C 2.164 4.384 -1.176
C 0.922 4.154 -1.732
C 0.248 2.865 -1.485
O 0.859 1.937 -0.956
C -1.127 2.809 -1.929
C -1.628 3.813 -2.708
N -0.937 4.921 -3.047
C 0.319 5.145 -2.546
C -2.061 1.644 -1.600
O -2.972 1.455 -2.379
O -1.859 1.045 -0.475
H -3.004 7.546 -3.678
H -1.945 7.326 -2.276
H -3.290 6.216 -2.552
H -2.238 5.347 -4.596
H -1.068 7.424 -5.332
H -0.040 5.992 -5.358
H -0.066 8.152 -3.194
H 1.218 7.843 -4.340
H 2.779 7.495 -2.402
H 2.628 3.632 -0.552
H -2.639 3.722 -3.085
O 1.205 -1.598 -0.116
As 0.789 -2.654 -1.373
C -0.819 -3.622 -0.979
C -1.356 -4.437 -1.973
C -2.516 -5.145 -1.710
C -3.130 -5.036 -0.468
C -2.590 -4.223 0.518
C -1.426 -3.512 0.265
C 0.469 -1.646 -2.979
C -0.854 -1.324 -3.289
C -1.123 -0.573 -4.423
C -0.081 -0.154 -5.239
C 1.235 -0.469 -4.921
C 1.517 -1.209 -3.785
C 2.223 -3.927 -1.467
C 2.876 -4.254 -2.648
C 3.913 -5.175 -2.607
C 4.274 -5.761 -1.403
C 3.609 -5.435 -0.227
C 2.576 -4.513 -0.254
H -0.868 -4.513 -2.938
H -2.941 -5.784 -2.472
H -4.031 -5.599 -0.264
H -3.071 -4.140 1.483
H -0.983 -2.877 1.022
H -1.667 -1.672 -2.662
H -2.147 -0.323 -4.666
H -0.292 0.417 -6.134
H 2.039 -0.148 -5.571
H 2.540 -1.445 -3.520
H 2.565 -3.818 -3.589
H 4.439 -5.430 -3.517
H 5.074 -6.489 -1.381
H 3.891 -5.902 0.706
H 2.041 -4.250 0.651
Br 1.313 -2.060 5.186
C 0.111 -1.050 4.148
C -0.902 -0.302 4.731
C -1.765 0.411 3.913
C -1.590 0.361 2.541
N -0.602 -0.358 2.008
C 0.239 -1.050 2.768
H -1.012 -0.278 5.807
H -2.569 0.999 4.334
H -2.239 0.880 1.849
H 1.025 -1.604 2.269
```